{
  "formula": "C6H7N2OS",
  "method": "wB97M-V/def2-TZVPD",
  "symbols": ["C", "C", "C", "C", "C", "C", "N", "N", "O", "S", "H", "H", "H", "H", "H", "H", "H"],
  "xyz": [[-3.0068, 0.2765, -0.8163], [-2.0213, 1.2283, -0.9258], [-2.6275, -0.5864, 0.1941], [-0.9739, 1.2902, -0.0357], [-0.0911, 2.2314, 0.2341], [2.1075, -0.7308, 0.2918], [2.2872, -1.3562, 1.4083], [2.7844, -0.9873, -0.7501], [0.7609, 2.9874, 0.3660], [-1.2851, -0.0659, 1.0778], [-3.8852, 0.3251, -1.4638], [-2.1318, 2.1620, -1.5520], [-3.0922, -1.5246, 0.4937], [1.9104, -0.9725, 2.3388], [2.9716, -2.0815, 1.4661], [2.7828, -0.3994, -1.5116], [3.5101, -1.7964, -0.8154]],
  "forces_ev_per_angstrom": [[0.81, -0.22, 0.54], [-1.13, 4.31, -3.33], [-1.77, -1.20, -0.35], [-0.07, -1.88, 1.64], [-0.57, -0.28, -0.35], [0.60, -0.62, 1.49], [-1.90, 1.67, 2.78], [1.98, -2.80, -0.46], [1.24, 1.01, 0.31], [1.42, -0.13, 0.83], [0.31, -0.58, 0.43], [-0.06, -1.40, 0.30], [0.07, 0.35, -0.05], [0.51, -1.00, -2.13], [0.52, -0.50, 0.18], [-0.28, 1.48, -2.17], [-1.68, 1.78, 0.34]],
  "nbo_charge": [-0.22, -0.23, -0.44, -0.48, 0.69, 0.74, -0.80, -0.78, -0.39, 0.39, 0.26, 0.23, 0.25, 0.47, 0.42, 0.44, 0.44],
  "spin_multiplicity": 3,
  "energy_ha": -815.33815,
  "de_lowest_kj_mol": 0.0,
  "lumo_ev": [-3.66, -7.38],
  "max_force_ev_per_a": 5.56,
  "e_homo_ev": [-9.22, -12.49],
  "total_charge": 1,
  "mol_weight_g_mol": 155.2
}

---

{
  "formula": "C7H12BO2S",
  "method": "wB97M-V/def2-TZVPD",
  "symbols": ["C", "C", "C", "O", "B", "O", "C", "C", "C", "C", "S", "H", "H", "H", "H", "H", "H", "H", "H", "H", "H", "H", "H"],
  "xyz": [[-0.1933, 3.2745, 1.7018], [0.1064, 2.2679, 1.1227], [0.6324, 1.0823, 0.3938], [1.5134, 1.6641, -0.5752], [0.5336, 2.2108, -1.6048], [-0.7881, 1.5214, -1.3255], [-0.3621, 0.4038, -0.5928], [-1.4462, -0.5082, -0.0587], [-1.0188, -1.9820, 0.2266], [0.4880, -2.2321, 0.2543], [0.7626, -3.9423, 0.8794], [-0.1653, 4.2084, 2.1909], [1.3031, 0.4785, 1.0083], [0.8688, 1.7433, -2.6996], [0.4997, 3.4207, -1.5167], [0.3160, -0.0974, -1.3055], [-1.9394, -0.1080, 0.8287], [-2.2251, -0.5527, -0.8242], [-1.4872, -2.6417, -0.5062], [-1.4082, -2.2716, 1.2061], [0.9311, -1.5735, 0.9947], [0.9545, -2.0848, -0.7112], [2.1066, -4.0316, 0.9898]],
  "forces_ev_per_angstrom": [[0.43, -0.08, 0.11], [-0.28, -1.11, 0.45], [1.13, 0.92, -1.24], [-0.55, -0.03, 0.27], [0.34, -0.39, -0.81], [-0.35, -0.03, 0.82], [0.43, 0.68, 0.10], [-0.37, -0.34, -0.34], [0.05, 0.19, 0.08], [0.11, -0.17, 0.63], [-0.14, -0.23, -0.12], [-0.38, 0.32, 0.13], [-0.55, -0.25, 0.38], [0.34, 0.38, -0.23], [-0.32, 0.18, -0.23], [-0.07, -0.76, 0.46], [0.21, 0.26, 0.03], [0.00, 0.14, -0.01], [0.08, -0.07, -0.01], [-0.06, -0.07, -0.05], [0.15, 0.12, -0.17], [0.08, -0.06, -0.05], [-0.27, 0.39, -0.18]],
  "nbo_charge": [-0.30, 0.03, -0.02, -0.72, 0.42, -0.72, 0.08, -0.42, -0.40, -0.49, -0.10, 0.21, 0.19, -0.15, -0.13, 0.17, 0.20, 0.22, 0.20, 0.20, 0.21, 0.22, 0.12],
  "energy_ha": -847.42428,
  "lumo_ev": 2.72,
  "max_force_ev_per_a": 1.92,
  "e_homo_ev": -3.84,
  "total_charge": -1,
  "mol_weight_g_mol": 171.1
}

---

{
  "formula": "C11H12O2S2",
  "method": "wB97M-V/def2-TZVPD",
  "symbols": ["C", "C", "C", "C", "C", "C", "C", "C", "C", "C", "C", "O", "O", "S", "S", "H", "H", "H", "H", "H", "H", "H", "H", "H", "H", "H", "H"],
  "xyz": [[-1.9792, 1.2280, -2.2835], [-2.7206, 0.7489, -1.2015], [-0.6731, 0.7892, -2.4581], [-2.2322, -0.1988, -0.3893], [-0.1456, -0.0251, -1.5521], [-0.8221, -0.5188, -0.5023], [1.2852, -0.5044, -2.0574], [-0.3138, -1.4866, 0.6148], [0.2339, -0.6756, 1.7114], [-0.1130, 1.7613, 2.9927], [2.9910, -1.2365, 0.6775], [1.0994, -1.6200, -2.5399], [2.3012, 0.1833, -1.8669], [-0.8464, 0.0594, 2.8016], [1.8805, -0.1950, 1.6466], [-2.4830, 1.8880, -2.9416], [-3.6932, 1.1305, -1.1804], [-0.1485, 1.2645, -3.2863], [-2.8224, -0.5756, 0.4099], [-1.0955, -2.1621, 0.7482], [0.5090, -2.0220, 0.2536], [-0.3556, 2.3034, 2.1052], [0.9643, 1.6158, 3.0005], [-0.5513, 2.2398, 3.8795], [3.8966, -1.3919, 1.3589], [3.3198, -0.5355, -0.0834], [2.5144, -2.0642, 0.1425]],
  "forces_ev_per_angstrom": [[0.63, -0.80, 0.75], [0.06, 0.66, -2.02], [-3.15, 3.44, -2.09], [2.85, -0.24, 0.91], [4.65, -1.35, 0.10], [-3.26, -0.59, 1.99], [-0.91, -0.18, 1.83], [0.87, 1.05, -1.45], [1.03, 0.98, -0.64], [0.03, -1.15, 0.46], [0.79, 0.48, 0.23], [0.70, -0.92, -0.64], [-0.14, 0.18, -0.06], [0.02, 0.86, -0.05], [-0.98, 0.05, 0.85], [-0.06, 0.68, -0.67], [-1.59, 0.14, 0.57], [0.41, -0.64, 0.19], [-0.36, -0.43, 0.61], [-1.32, -0.96, 1.11], [1.03, -1.12, -0.99], [-0.37, 0.31, -0.60], [-0.09, 0.41, 0.64], [0.41, -0.34, -0.26], [-1.58, -0.46, -0.78], [-0.05, 0.02, -0.47], [0.38, -0.07, 0.50]],
  "nbo_charge": [-0.18, -0.25, -0.20, -0.20, -0.05, -0.05, 0.76, -0.52, -0.17, -0.71, -0.77, -0.72, -0.77, 0.42, 0.50, 0.20, 0.21, 0.22, 0.20, 0.26, 0.24, 0.24, 0.24, 0.25, 0.25, 0.31, 0.27],
  "energy_ha": -1373.08963,
  "de_lowest_kj_mol": 177.2,
  "lumo_ev": [-2.12, -2.12],
  "max_force_ev_per_a": 5.11,
  "e_homo_ev": [-7.71, -7.71],
  "mol_weight_g_mol": 240.3
}

---

{
  "formula": "C26H57ClN9O8P3S2",
  "method": "wB97M-V/def2-TZVPD",
  "symbols": ["N", "C", "C", "O", "C", "C", "P", "O", "Cl", "O", "S", "O", "O", "O", "C", "C", "C", "C", "C", "N", "C", "C", "C", "C", "N", "C", "S", "H", "H", "H", "H", "H", "H", "H", "H", "H", "H", "H", "H", "H", "H", "H", "H", "H", "H", "H", "H", "H", "O", "P", "N", "C", "C", "N", "C", "C", "N", "C", "C", "H", "H", "H", "H", "H", "H", "H", "H", "H", "H", "H", "H", "H", "H", "H", "H", "H", "H", "O", "P", "N", "C", "C", "N", "C", "C", "N", "C", "C", "H", "H", "H", "H", "H", "H", "H", "H", "H", "H", "H", "H", "H", "H", "H", "H", "H", "H"],
  "xyz": [[2.0757, -3.2391, 0.6442], [2.3970, -1.8307, 0.2439], [1.8292, -0.7204, 1.2486], [2.0747, -1.2357, 2.6086], [2.6178, 0.6994, 1.1802], [2.6510, 1.3505, -0.2927], [4.2743, 0.7209, -1.1409], [4.5792, 1.6436, -2.5683], [5.9550, 1.0641, 0.0917], [1.6563, 0.8364, -1.2593], [1.3224, 1.9135, -2.5342], [-0.1202, 2.2777, -2.7707], [1.8680, 1.5836, -3.8902], [1.9481, 3.2662, -1.7156], [2.3712, 2.9401, -0.3389], [1.2579, 3.5945, 0.6078], [-0.1740, 2.8614, 0.5940], [-0.5730, 2.1395, 1.9813], [-2.1725, 1.9137, 1.9882], [-2.6640, 1.0545, 0.8809], [-3.6056, 1.4043, -0.1817], [-3.9502, 0.3076, -1.2128], [-3.1063, -0.8986, -0.6545], [-2.3553, -0.3623, 0.5991], [3.7681, 3.5139, -0.3388], [4.1566, 3.8285, 0.8551], [4.4853, 3.7636, 2.5007], [1.9165, -3.8291, -0.1864], [1.2855, -3.2849, 1.3037], [3.5457, -1.7536, 0.1793], [1.9855, -1.6778, -0.8262], [0.6960, -0.5998, 1.1530], [2.1100, -0.4761, 3.2419], [3.6599, 0.4951, 1.6214], [2.0850, 1.3749, 1.9577], [5.0589, 1.0221, -3.1692], [1.0791, 4.6645, 0.1998], [1.5640, 3.7265, 1.7007], [-0.3233, 2.0950, -0.2382], [-0.9761, 3.6809, 0.4231], [-0.3311, 2.8490, 2.8481], [-0.0279, 1.1538, 2.1755], [-2.7648, 2.8911, 1.9939], [-2.4113, 1.3629, 2.9726], [-4.1456, 2.3864, -0.3773], [-4.6245, 0.3407, -2.1347], [-3.0953, -1.9368, -1.1263], [-1.6722, -1.0259, 1.2278], [-8.7826, 0.4538, -0.5352], [-8.6926, 1.7430, -1.3696], [-8.4232, 2.7174, 0.0114], [-9.1872, 3.8550, 0.4813], [-7.1278, 2.5767, 0.6667], [-10.3801, 1.7343, -1.7689], [-11.3099, 2.8234, -1.5141], [-11.1033, 0.4740, -1.5821], [-8.5459, 3.1858, -2.3965], [-8.5101, 2.7381, -3.8156], [-7.3761, 4.0682, -2.2599], [-9.4434, 4.5593, -0.3145], [-8.6430, 4.4489, 1.2219], [-10.1087, 3.5292, 0.9720], [-6.3262, 3.0172, 0.0622], [-6.8813, 1.5261, 0.8273], [-7.0957, 3.0451, 1.6555], [-11.6174, 2.8585, -0.4649], [-12.2200, 2.6975, -2.1115], [-10.9168, 3.7965, -1.8093], [-11.3105, 0.2855, -0.5210], [-10.5378, -0.3690, -1.9851], [-12.0605, 0.4758, -2.1169], [-7.6191, 2.1307, -4.0112], [-8.5117, 3.5905, -4.5003], [-9.3835, 2.1346, -4.0700], [-6.4370, 3.5203, -2.3831], [-7.3461, 4.5935, -1.3055], [-7.4143, 4.8650, -3.0093], [5.9974, -2.7893, 0.8947], [7.1790, -3.6699, 1.3397], [8.1539, -3.1686, 0.0262], [8.7859, -3.9786, -0.9952], [8.6431, -1.7956, 0.0643], [6.3694, -5.1504, 0.9453], [6.8813, -6.1757, 0.0495], [4.9154, -5.0902, 0.7750], [8.5240, -4.6659, 1.9376], [8.1570, -5.1696, 3.2893], [9.8567, -4.0684, 2.1173], [9.2883, -4.8624, -0.5935], [9.5622, -3.4345, -1.5417], [8.0564, -4.2996, -1.7442], [9.4171, -1.6692, 0.8305], [7.8356, -1.0991, 0.2921], [9.0628, -1.4641, -0.8907], [6.7586, -5.8960, -1.0010], [6.3402, -7.1173, 0.1964], [7.9261, -6.4238, 0.2388], [4.6444, -4.6365, -0.1869], [4.4467, -4.5177, 1.5775], [4.4633, -6.0885, 0.8158], [8.0499, -4.3414, 3.9989], [8.9100, -5.8645, 3.6711], [7.2116, -5.7151, 3.2732], [9.8244, -3.1916, 2.7708], [10.3264, -3.7803, 1.1770], [10.5437, -4.8010, 2.5525]],
  "forces_ev_per_angstrom": [[-0.41, 0.66, 0.12], [0.31, 0.03, -0.78], [0.62, -0.34, 0.42], [-0.12, 1.22, -0.45], [-1.19, -0.85, 0.18], [0.08, 1.90, 0.01], [0.87, -0.80, -1.75], [-0.12, -1.04, 1.95], [-0.85, 0.50, -0.28], [-0.21, 0.75, -0.96], [-3.03, 2.21, -3.31], [3.51, -1.56, 2.31], [0.37, 0.32, 4.67], [-0.28, -2.83, -0.18], [0.24, 0.12, -0.85], [-0.47, 0.54, -0.12], [-0.61, -0.21, 0.37], [-0.65, 0.87, -0.56], [0.40, -0.73, 1.20], [-2.01, -2.83, -4.17], [-1.07, -1.80, -2.65], [3.81, -0.07, 5.27], [0.07, 4.31, 1.98], [-1.85, -0.75, -2.74], [0.67, 2.03, 6.10], [-1.20, -2.47, -0.62], [-0.44, 0.71, -4.22], [-0.13, 0.62, 0.81], [0.54, -0.04, -0.70], [-1.66, 0.07, 0.27], [0.62, 0.32, 1.73], [1.52, 0.02, -0.28], [-0.14, -0.93, -0.87], [-1.34, 0.38, -1.15], [0.85, -0.77, -1.60], [-0.67, 0.60, 0.61], [0.59, -1.79, 0.54], [0.03, -0.36, -1.59], [0.35, 1.21, 1.00], [1.34, -1.36, 0.21], [-0.37, -1.00, -1.07], [-0.86, 1.33, -0.43], [0.98, -1.36, -0.25], [0.19, 0.89, -1.44], [1.38, -1.05, 1.17], [1.17, 0.15, 1.78], [0.29, 1.66, 1.13], [-1.10, 1.48, -0.77], [3.23, -0.81, -2.97], [-6.44, 2.42, 5.12], [1.15, 1.01, 1.27], [-0.31, 0.18, -0.36], [0.04, -0.56, -0.09], [-0.37, -0.39, -0.48], [0.03, 0.51, -0.64], [0.29, -0.34, -0.05], [2.35, -2.11, -1.92], [-0.51, -0.01, -0.63], [0.22, 0.34, 0.56], [-0.16, -0.01, -0.09], [0.21, -0.29, -0.10], [-0.09, 0.11, -0.07], [0.23, 0.09, 0.11], [0.01, -0.08, -0.13], [-0.24, 0.04, -0.20], [-0.01, 0.01, 0.07], [0.08, -0.18, 0.02], [0.19, -0.13, 0.18], [0.03, -0.10, -0.04], [-0.01, 0.14, 0.26], [0.14, 0.36, 0.01], [0.04, 0.22, -0.17], [0.09, 0.03, 0.19], [0.04, 0.05, 0.29], [0.06, 0.15, -0.10], [-0.15, -0.34, 0.12], [-0.14, -0.32, -0.15], [0.83, 1.39, 4.15], [-1.04, -3.43, -7.87], [1.41, 1.09, -0.84], [0.02, -0.49, 0.13], [-0.41, 0.23, 0.27], [-0.48, -0.36, 0.31], [0.50, -0.50, 0.46], [-0.14, 0.36, 0.37], [-0.70, 1.70, 3.23], [-0.25, -0.71, 0.31], [0.41, 0.30, -0.47], [-0.09, -0.16, 0.01], [-0.16, 0.23, 0.25], [0.05, -0.15, -0.01], [0.20, 0.21, -0.01], [-0.08, -0.05, 0.08], [-0.08, -0.29, 0.07], [0.00, 0.03, -0.07], [-0.12, 0.16, 0.06], [-0.02, 0.28, -0.05], [-0.08, 0.06, 0.08], [0.07, 0.08, -0.34], [0.38, -0.05, -0.04], [0.21, -0.14, 0.10], [0.07, 0.15, -0.13], [0.06, 0.16, -0.25], [0.16, -0.07, 0.07], [-0.37, 0.08, -0.08], [-0.35, -0.05, 0.15]],
  "mulliken_charge": [-0.45, 0.16, 0.82, -0.64, -1.15, 0.27, 0.29, -0.43, -0.31, -0.34, 1.20, -0.56, -0.59, -0.50, 1.15, -0.93, -0.06, -0.08, -1.10, 0.34, -0.09, -0.52, -0.76, -0.36, -0.59, 0.37, -0.18, 0.24, 0.20, -0.23, 0.26, -0.56, 0.38, 0.42, 0.40, 0.36, 0.39, 0.40, -0.03, 0.37, 0.31, 0.01, 0.37, 0.33, 0.37, 0.33, 0.30, 0.42, -0.78, 0.95, 0.04, -0.98, -1.00, 0.09, -1.04, -1.00, -0.08, -1.13, -1.03, 0.32, 0.41, 0.26, 0.21, 0.35, 0.42, 0.30, 0.40, 0.27, 0.32, 0.30, 0.31, 0.35, 0.40, 0.34, 0.34, 0.32, 0.36, -0.65, 0.83, 0.14, -0.98, -0.75, 0.10, -1.04, -1.08, -0.09, -1.17, -1.09, 0.33, 0.40, 0.23, 0.26, -0.01, 0.44, 0.30, 0.38, 0.28, 0.28, 0.31, 0.39, 0.38, 0.41, 0.32, 0.38, 0.32, 0.37],
  "smiles": "NC[C@@H](O)C[C@@]1(P(O)Cl)OS(=O)(=O)O[C@]1(CCCCn1cccc1)N=C=S.CN(C)P(=O)(N(C)C)N(C)C.CN(C)P(=O)(N(C)C)N(C)C",
  "energy_ha": -4399.77011,
  "lumo_ev": -0.96,
  "max_force_ev_per_a": 8.65,
  "e_homo_ev": -7.80,
  "mol_weight_g_mol": 816.3
}